[1]
57
Properties=species:S:1:pos:R:3:forces:R:3 method="wB97M-V/def2-TZVPD" total_charge=+1 de_lowest_ev=0.979 homo_energy_ha=-0.4107 gap_ev=7.08 largest_force_ha_per_bohr=0.0652
Hf 0.796704 -0.081998 -0.662309 -1.95 -0.17 -2.72
N -4.949794 2.480516 3.914236 0.03 -0.03 0.01
C -3.743645 2.066627 3.460793 0.07 -0.05 -0.03
C -2.771011 1.583123 4.356790 0.01 0.01 0.03
C -1.551549 1.148249 3.898681 0.08 -0.15 0.09
C -1.288099 1.177947 2.534232 0.39 -0.01 -0.33
C -2.227829 1.668759 1.625434 0.02 0.03 0.02
C -3.442123 2.111746 2.084811 -0.03 0.00 0.01
S 0.240263 0.633969 1.926949 -0.29 0.19 0.72
O 0.462371 1.421168 0.659810 -0.04 1.72 1.88
O 1.298376 0.702686 2.870192 -0.14 -0.05 0.27
N 0.217152 -0.864530 1.228433 -0.32 0.23 1.40
C -0.986960 -1.365972 0.780869 -1.12 -0.74 -0.05
N -2.055921 -1.464496 1.558194 0.20 -0.06 0.20
C -3.150443 -1.976072 1.011962 0.08 0.08 0.04
C -3.198942 -2.400422 -0.309332 0.08 -0.06 -0.03
C -2.050154 -2.235671 -1.050600 0.03 -0.12 -0.37
N -0.938213 -1.714760 -0.526063 0.14 0.40 0.99
H -5.144644 2.506660 4.897974 -0.03 0.02 0.00
H -5.626117 2.876977 3.288988 -0.02 0.03 0.01
H -2.984309 1.564684 5.417811 0.00 0.01 0.00
H -0.793271 0.793175 4.584917 -0.05 -0.01 0.02
H -1.991730 1.716371 0.569461 -0.07 0.03 -0.02
H -4.167238 2.515791 1.389169 0.00 -0.02 0.01
H -4.011455 -2.037140 1.668010 -0.04 -0.07 -0.07
H -4.086821 -2.837165 -0.739513 0.00 0.02 -0.01
H -2.001725 -2.518022 -2.095320 0.00 0.05 -0.02
F -1.373765 5.381434 -2.808559 -0.05 -0.09 0.07
C -1.405622 4.086032 -2.459831 -0.06 0.10 0.02
F -2.124861 3.440194 -3.384175 0.08 0.05 0.08
F -2.074198 4.002509 -1.287318 0.03 0.00 -0.19
C -0.008894 3.539163 -2.307468 0.05 -0.07 0.15
C 1.070324 4.398331 -2.255768 -0.06 -0.15 -0.07
C 2.346720 3.888547 -2.033469 0.03 0.04 -0.02
C 2.485439 2.538793 -1.823381 0.19 -0.07 -0.02
N 1.445350 1.692560 -1.844650 -0.25 0.99 -0.23
C 0.199191 2.167995 -2.091437 0.27 0.44 -0.25
S -1.044121 0.967713 -2.035298 -0.46 -0.09 -0.28
H 0.913237 5.460268 -2.386790 0.03 -0.01 -0.03
H 3.206243 4.541103 -2.005262 0.03 -0.04 -0.01
H 3.452935 2.090181 -1.636640 -0.01 0.03 0.09
O 2.719861 -0.152926 0.130359 1.04 -0.33 0.40
C 3.264092 -1.273517 0.275927 0.50 -0.10 -0.17
C 3.072439 -2.399962 -0.573339 -0.30 0.08 -0.27
C 3.843078 -3.555272 -0.338478 0.14 -0.08 0.14
C 3.786477 -4.601152 -1.210276 -0.20 0.16 0.00
C 2.983774 -4.546518 -2.360566 0.06 -0.07 0.14
C 2.222313 -3.436621 -2.611726 -0.13 0.14 0.00
C 2.224950 -2.339246 -1.729524 0.53 -0.49 -0.20
O 1.491403 -1.291792 -1.994803 1.42 -1.80 -1.36
N 4.586124 -5.804827 -0.942926 0.33 -0.03 -0.18
O 5.388481 -5.749246 -0.032871 -0.22 -0.06 -0.05
O 4.409627 -6.754943 -1.677222 -0.03 0.09 0.16
H 3.993502 -1.380613 1.085080 -0.02 0.07 0.01
H 4.495146 -3.617625 0.523633 -0.01 0.00 0.01
H 2.983943 -5.388605 -3.038250 -0.01 -0.02 0.02
H 1.593936 -3.374166 -3.489579 0.04 0.00 -0.02

---

[2]
24
Properties=species:S:1:pos:R:3:forces:R:3 method="wB97M-V/def2-TZVPD" de_lowest_ev=4.216 homo_energy_ha=-0.3128 gap_ev=8.65 largest_force_ha_per_bohr=0.0777 smiles="CC[N@H+]1C(C)=C(C(=O)[O-])O[C@@H]1N"
C 1.383447 0.628204 1.681415 -0.74 -0.83 3.84
C 0.778765 -0.491119 0.884756 -0.96 -0.09 -0.54
N -0.222125 -0.069660 -0.187041 -0.32 -1.50 0.92
C -0.465331 -1.039044 -1.364660 0.05 -0.18 1.09
C 0.618908 -1.185360 -2.329643 -1.12 -1.97 -1.10
C -1.698593 -1.528804 -1.225847 0.81 0.72 -1.68
C -2.614994 -1.598560 -2.619902 1.25 -0.90 1.67
O -3.556385 -0.887370 -2.467663 -2.48 2.15 0.56
O -2.109903 -2.204637 -3.505747 1.28 -1.64 -2.20
O -2.269874 -1.036866 -0.122056 -1.12 1.11 1.95
C -1.649631 0.191439 0.219157 0.66 -0.20 2.94
N -2.078028 1.342679 -0.486232 -3.11 -0.39 -0.79
H 2.011214 1.120051 1.047598 1.80 2.06 -1.38
H 0.648602 1.321400 2.212412 0.72 -0.87 -1.10
H 2.042732 0.246542 2.600580 -1.38 0.40 -2.22
H 0.395279 -1.207574 1.542536 -1.04 -1.36 0.51
H 1.386715 -0.942556 0.150457 2.02 -0.86 0.31
H 0.316183 0.700859 -0.493482 -0.51 1.80 -1.18
H 0.850526 -0.241627 -2.683167 1.46 2.16 -0.38
H 0.233298 -1.627502 -3.296920 0.19 -0.22 1.41
H 1.428068 -1.783732 -1.904202 0.28 0.27 -0.46
H -1.660419 0.289969 1.422754 -0.15 0.00 -2.87
H -2.622821 0.951987 -1.355544 1.21 0.84 1.55
H -2.853164 1.786838 0.076102 1.18 -0.51 -0.83

---

[3]
17
Properties=species:S:1:pos:R:3:forces:R:3 method="wB97M-V/def2-TZVPD" de_lowest_ev=0.045 homo_energy_ha=-0.3335 gap_ev=9.75 largest_force_ha_per_bohr=0.0036 smiles="[H]/N=C/N.CSSC"
H -0.102776 -0.157107 -1.771411 0.02 0.04 -0.10
N -0.666035 0.668365 -1.951713 -0.08 -0.04 0.11
C -0.673158 1.421670 -0.927496 0.12 -0.01 -0.03
N -1.431116 2.559708 -0.869792 0.06 0.02 -0.05
H -0.111196 1.219599 -0.009995 -0.06 0.02 0.00
H -1.823330 2.857172 -1.750533 0.00 0.02 0.03
H -1.120042 3.293340 -0.256777 -0.06 -0.02 0.02
C -1.209378 -1.638801 0.988615 -0.05 0.06 -0.13
S 0.262991 -2.225735 1.852492 0.11 0.14 0.05
S 1.464075 -0.567285 1.894611 -0.11 -0.13 -0.06
C 2.351052 -0.692805 0.321198 -0.02 -0.06 0.01
H -1.644966 -0.779805 1.492454 0.00 -0.02 0.08
H -1.002431 -1.378370 -0.047241 0.04 -0.05 0.02
H -1.920201 -2.464249 1.000509 -0.02 -0.02 0.03
H 1.682257 -0.577646 -0.528769 -0.02 0.04 0.01
H 3.084236 0.112285 0.308302 0.03 0.03 0.00
H 2.860019 -1.650335 0.255547 0.04 -0.01 0.02

---

[4]
9
Properties=species:S:1:pos:R:3:forces:R:3 method="wB97M-V/def2-TZVPD" de_lowest_ev=0.003 homo_energy_ha=-0.3286 gap_ev=9.55 largest_force_ha_per_bohr=0.0167 smiles="O=c1[nH]c(Cl)co1"
O -0.400326 0.899990 -2.583186 -0.05 0.05 -0.19
C -0.055132 0.547850 -1.497581 0.08 -0.11 0.39
N -0.793634 0.030628 -0.458379 0.52 -0.04 0.35
C 0.042701 -0.224247 0.630048 0.60 0.24 -0.33
Cl -0.544237 -0.874417 2.086993 0.01 0.04 -0.08
C 1.282849 0.130821 0.258320 -0.55 -0.39 0.53
O 1.240720 0.593550 -1.028917 0.03 0.20 -0.47
H -1.778402 -0.111139 -0.471643 -0.43 -0.01 -0.14
H 2.240218 0.086966 0.753519 -0.21 0.03 -0.06

---

[5]
6
Properties=species:S:1:pos:R:3:forces:R:3 method="wB97M-V/def2-TZVPD" de_lowest_ev=2.616 homo_energy_ha="-0.2959 / -0.3107" gap_ev="6.41 / 6.83" largest_force_ha_per_bohr=0.0754
P 2.526098 0.101529 0.060911 -0.13 -0.77 3.80
P -1.599180 0.610119 1.125046 0.39 0.39 1.00
I -2.910446 -1.368859 1.353238 -0.32 -0.24 -0.32
I -1.617482 1.520328 -1.055568 -0.35 0.11 -0.64
I 0.785184 -1.434795 -0.374469 0.04 -0.44 -0.39
H 2.815825 0.571678 -1.109157 0.38 0.95 -3.45

---

[6]
63
Properties=species:S:1:pos:R:3:forces:R:3 method="wB97M-V/def2-TZVPD" total_charge=+1 de_lowest_ev=0.000 homo_energy_ha=-0.4396 gap_ev=7.50 largest_force_ha_per_bohr=0.0867
C 4.519682 -3.593940 -0.627282 -0.49 0.03 -1.43
C 3.846694 -4.986939 -1.055323 0.44 0.63 0.86
C 2.298545 -5.066559 -0.744755 1.42 -1.05 0.81
N 1.409336 -4.631406 -1.852047 -0.08 -0.25 1.23
N 1.429351 -3.239066 -1.896340 0.66 1.52 -1.32
C 2.200735 -2.589628 -2.816357 -0.29 0.48 0.77
N 2.088694 -1.235625 -2.646834 -0.93 -2.84 1.06
C 1.193360 -1.076051 -1.583601 -1.14 -0.85 1.46
S 0.726135 0.583048 -0.947919 -2.36 2.28 -0.97
O -0.635086 0.613197 -0.446126 1.93 -1.14 0.12
O 1.006484 1.622044 -1.923544 0.87 -1.87 0.70
C 1.871186 0.872334 0.511971 1.65 -0.55 0.46
F 1.511458 1.951860 1.232703 0.40 -1.86 -1.15
F 1.893220 -0.274466 1.279117 -0.24 1.75 -0.78
F 3.135720 1.042946 -0.000116 -1.76 -0.13 0.82
C 0.707016 -2.361964 -1.057675 2.31 2.44 -2.93
B -0.350243 -2.662437 0.129629 -2.02 -0.17 0.64
C -0.107797 -3.615039 1.392034 0.16 0.71 -0.25
O -1.603242 -2.031854 0.008842 2.54 0.07 0.48
H 4.875513 -3.102086 -1.582233 -0.22 -0.27 1.12
H 5.420504 -3.716645 0.018682 -0.97 0.12 -0.34
H 3.741345 -2.907254 -0.185324 1.00 -0.64 -0.08
H 4.351967 -5.767218 -0.417997 -0.59 0.52 -1.00
H 4.070303 -5.160721 -2.146661 -0.29 -0.21 1.13
H 2.123603 -4.458769 0.187400 -0.20 -0.51 -1.15
H 2.075535 -6.132030 -0.451864 -0.18 1.11 -0.65
H 1.709186 -5.005624 -2.757510 -0.20 0.22 0.39
H 2.836758 -3.133391 -3.548851 -0.64 0.75 0.67
H 2.600403 -0.557635 -3.213411 -0.44 0.12 0.41
H 0.908850 -3.409334 1.822653 -0.85 -0.67 -0.18
H -0.235575 -4.675389 1.036448 0.39 0.83 0.45
H -0.899070 -3.424064 2.172942 0.87 -0.23 -0.79
H -1.757723 -1.633873 0.892285 -0.69 -0.54 -0.56
C 1.374623 4.653293 4.354349 0.04 -0.10 -0.03
C 0.480870 4.496600 3.119913 0.09 0.08 -0.09
C -0.916308 4.107171 3.611101 0.11 -0.18 -0.54
S -1.080530 4.800374 5.256591 -0.01 0.30 0.10
O -1.180540 3.717162 6.202562 -0.14 0.11 -0.07
O -2.032938 5.880387 5.224610 -0.06 -0.27 0.16
C 0.568315 5.482474 5.347081 0.45 0.04 -0.06
H 2.323153 5.132929 4.109424 -0.04 -0.03 0.03
H 1.592919 3.669156 4.779457 0.01 0.07 0.03
H 0.430772 5.448475 2.583960 0.00 -0.04 0.04
H 0.875730 3.752126 2.427510 -0.07 0.15 0.09
H -1.697206 4.513348 2.969862 -0.08 -0.04 0.19
H -1.025803 3.025208 3.689370 -0.05 0.07 0.14
H 0.941613 5.414588 6.367402 -0.19 0.00 0.02
H 0.513952 6.526612 5.035223 -0.08 -0.05 0.05
C -2.873902 1.391253 -2.564098 0.00 0.12 -0.07
C -4.082376 2.163246 -3.102834 0.02 0.09 0.05
C -4.957469 1.166970 -3.870320 -0.04 0.50 -0.18
S -4.664223 -0.435649 -3.122534 -0.18 0.14 0.21
O -4.017329 -1.286228 -4.093793 -0.10 -0.09 0.11
O -5.843231 -0.850698 -2.405388 0.14 -0.25 -0.23
C -3.436518 0.115934 -1.949533 0.39 0.19 0.13
H -2.314264 1.974133 -1.832852 -0.03 -0.04 -0.06
H -2.197701 1.143055 -3.388355 0.00 -0.01 0.05
H -4.648298 2.582772 -2.266530 0.04 -0.04 -0.04
H -3.779247 2.993945 -3.741582 -0.05 -0.05 0.03
H -6.015112 1.413172 -3.790203 0.02 -0.21 -0.05
H -4.668976 1.106650 -4.919801 -0.02 -0.13 0.07
H -2.687093 -0.659743 -1.806309 -0.19 -0.09 0.00
H -3.945732 0.324846 -1.007220 -0.03 -0.07 -0.06

---

Number 1: calculated total energy -76462.552 eV. Number 2: calculated total energy -16572.639 eV. Number 3: calculated total energy -27923.900 eV. Number 4: calculated total energy -21250.762 eV. Number 5: calculated total energy -42894.542 eV. Number 6: calculated total energy -77206.748 eV.